A cluster of 2 separate species, C3H10N2O in total. Source: OMol25; level of theory: the ωB97M-V functional and the def2-TZVPD basis.

Element x y z (Å)
C  -0.16562  -0.08956  -2.24793
C  -0.01438  0.91351  -1.40279
N  1.23644  1.26795  -0.84926
H  -1.14311  -0.43556  -2.55523
H  0.68097  -0.55994  -2.73421
H  -0.91452  1.41378  -1.04741
H  1.95446  0.71144  -1.29059
H  1.41494  2.25136  -1.03346
N  -1.31091  -0.40433  1.22163
C  -0.40294  -0.87271  2.21898
O  0.93038  -1.12915  1.75483
H  -0.96894  0.41860  0.75364
H  -1.35294  -1.06969  0.45794
H  -0.32146  -0.16107  3.03597
H  -0.76492  -1.81965  2.61276
H  1.14256  -0.43498  1.10514

Output
energy relative to the best compared isomer or geometry (same formula, charge and spin) = 155.1 kJ/mol
SMILES = C=CN.NCO
electronic energy = -305.01556 a.u.
HOMO-LUMO gap = 10.17 eV
HOMO = -9.276 eV
LUMO energy = 0.89 eV

***

The molecule C3H6N2O2. Source: OMol25; level of theory: the ωB97M-V functional and the def2-TZVPD basis.

Element x y z (Å)
H  1.30552  -1.08868  -1.01466
N  0.31179  -0.98145  -1.18016
C  -0.32851  -0.54534  -0.18248
N  -1.73100  -0.39006  -0.24423
C  -2.24291  0.86977  -0.49494
O  -3.28856  1.05505  -1.05802
O  0.10616  -0.15555  1.03057
C  1.50812  -0.13265  1.24956
H  -2.22207  -1.13043  -0.73417
H  -1.60239  1.69591  -0.13762
H  1.63865  0.10680  2.30593
H  1.98196  0.63910  0.63293
H  1.97019  -1.10696  1.04274

Output
energy relative to the best compared isomer or geometry (same formula, charge and spin) = 164.0 kJ/mol
SMILES = [H]/N=C(/NC=O)OC
electronic energy = -377.89688 a.u.
HOMO-LUMO gap = 10.84 eV
HOMO = -10.169 eV
LUMO energy = 0.67 eV

***

The molecule HPS5 in a non-equilibrium geometry. Source: OMol25; level of theory: the ωB97M-V functional and the def2-TZVPD basis.

Element x y z (Å)
P  -0.92775  0.59190  -0.32498
S  -1.91388  -2.56751  -1.27796
S  -1.31524  -0.00709  1.63768
S  -3.83460  -2.28472  -0.98485
S  -3.35987  -0.14349  1.53331
S  -3.88807  -2.01113  1.14948
H  0.58294  0.86119  -0.00281

Output
energy relative to the best compared isomer or geometry (same formula, charge and spin) = 192.6 kJ/mol
electronic energy = -2332.85253 a.u.
HOMO-LUMO gap (spin up / spin down) = 7.63 / 6.07 eV
HOMO (spin up / spin down) = -9.000 / -8.164 eV
LUMO energy (spin up / spin down) = -1.37 / -2.09 eV

***

A structure of composition C21H13N12SW in a non-equilibrium geometry. Source: OMol25; level of theory: the ωB97M-V functional and the def2-TZVPD basis.

Element x y z (Å)
W  -0.00892  0.18037  -1.29886
C  4.04479  0.69972  0.34964
C  2.76387  1.02395  -0.07137
N  1.75894  0.13856  -0.08932
C  2.02278  -1.15552  0.30790
C  3.30131  -1.57304  0.69176
C  4.32014  -0.60051  0.71176
C  3.50005  -2.93210  1.03321
C  2.45108  -3.80717  0.97560
C  1.16516  -3.37827  0.58479
C  0.94829  -2.06263  0.25745
N  -0.23827  -1.45317  -0.20446
C  -1.52686  -1.66284  0.33270
C  -2.12690  -2.84734  0.68221
C  -3.45675  -2.85466  1.15281
C  -4.17177  -1.69486  1.26646
C  -3.57644  -0.46349  0.90275
C  -4.23493  0.77981  0.97551
C  -3.58713  1.93147  0.58627
C  -2.29683  1.84136  0.08609
N  -1.62398  0.68549  0.01576
C  -2.25651  -0.46443  0.43994
H  4.80959  1.46202  0.35768
H  2.53613  2.02631  -0.40760
H  5.32236  -0.88574  1.00822
H  4.48600  -3.26564  1.32815
H  2.60044  -4.84970  1.21833
H  0.37496  -4.10939  0.51962
H  -1.61209  -3.78896  0.57477
H  -3.91180  -3.80011  1.41201
H  -5.19323  -1.70472  1.62265
H  -5.25649  0.82074  1.33386
H  -4.07170  2.89535  0.63345
H  -1.78620  2.72482  -0.27230
N  -0.48623  -2.29770  -3.71149
C  -1.55985  -1.54475  -3.34031
N  -2.81155  -1.83633  -3.55615
N  -3.50404  -0.82130  -2.98027
N  -2.74647  0.03781  -2.45010
N  -1.42353  -0.38038  -2.65344
C  0.79032  -1.92473  -3.41368
N  1.87064  -2.59530  -3.69963
N  2.88142  -1.85516  -3.17843
N  2.46704  -0.80424  -2.61550
N  1.07007  -0.78141  -2.73490
H  -0.64055  -3.15349  -4.22708
S  0.48624  3.51950  -2.63142
C  0.29705  2.19783  -1.97876

Output
energy relative to the best compared isomer or geometry (same formula, charge and spin) = 68.7 kJ/mol
<S²> = 0.82
multiplicity = 2
electronic energy = -1929.79083 a.u.
charge = +2
HOMO-LUMO gap (spin up / spin down) = 5.08 / 5.45 eV
HOMO (spin up / spin down) = -14.590 / -14.648 eV
LUMO energy (spin up / spin down) = -9.51 / -9.20 eV

***

A cluster of 2 separate species, C3H8N2O2 in total in a non-equilibrium geometry. Source: OMol25; level of theory: the ωB97M-V functional and the def2-TZVPD basis.

Element x y z (Å)
C  0.38840  2.15465  -0.09947
N  0.86580  0.85735  0.21657
C  1.44391  0.11635  0.98493
O  2.15461  -0.17996  1.88561
H  0.40242  2.82146  0.76618
H  1.03046  2.58254  -0.87547
H  -0.62253  2.01575  -0.48942
C  -0.30464  -1.36238  -1.19822
N  -0.68670  -1.54276  0.37283
O  -1.61409  -0.62723  0.95027
H  0.75512  -1.16472  -1.32309
H  -0.92284  -0.60461  -1.67925
H  -0.48311  -2.36402  -1.57820
H  -1.26137  -2.39011  0.32279
H  -1.14544  -0.31229  1.74393

Output
energy relative to the best compared isomer or geometry (same formula, charge and spin) = 421.2 kJ/mol
SMILES = CN=C=O.CNO
electronic energy = -378.98060 a.u.
HOMO-LUMO gap = 10.29 eV
HOMO = -9.532 eV
LUMO energy = 0.76 eV

***

The ion CHN6S with charge -1 in a non-equilibrium geometry. Source: OMol25; level of theory: the ωB97M-V functional and the def2-TZVPD basis.

Element x y z (Å)
C  1.82617  0.44158  0.12539
N  2.00342  -0.69577  0.43033
N  1.25520  -1.76295  0.05348
N  0.04289  -1.48889  -0.19496
N  -2.40639  0.36406  0.33486
N  -1.38157  0.38684  -0.41856
N  -0.37437  -0.30769  -0.38767
S  2.04228  2.01737  0.03679
H  -3.00763  1.04544  0.02033

Output
energy relative to the best compared isomer or geometry (same formula, charge and spin) = 518.4 kJ/mol
electronic energy = -765.29254 a.u.
charge = -1
HOMO-LUMO gap = 7.04 eV
HOMO = -3.549 eV
LUMO energy = 3.49 eV

***

A structure of composition C40H49FMoN9S2Si. Source: OMol25; level of theory: the ωB97M-V functional and the def2-TZVPD basis.

Element x y z (Å)
Mo  0.39123  -0.02507  0.89362
C  -2.47340  1.07991  -0.52106
C  -1.48758  2.18761  -0.35219
C  -1.77662  3.47039  -0.81224
C  -0.84601  4.47505  -0.68571
C  0.37942  4.19337  -0.09266
C  0.62136  2.91777  0.36263
N  -0.30472  1.92942  0.23649
C  1.86927  2.54689  1.05928
C  2.91589  3.42943  1.26129
C  4.04248  3.00180  1.94247
C  4.10150  1.70337  2.41519
C  3.02629  0.85894  2.19996
N  1.93659  1.27756  1.52170
C  3.01359  -0.52773  2.69347
C  3.93463  -1.13678  3.43136
C  3.69540  -2.58989  3.71163
C  2.48342  -4.27109  2.46196
C  1.42940  -3.75396  3.17629
C  0.18334  -4.51284  3.54108
N  1.83546  -1.27918  2.37192
H  -3.41001  1.47081  -0.91000
H  -2.66848  0.57760  0.42699
H  -2.09624  0.36018  -1.25080
H  -2.73318  3.65022  -1.28036
H  -1.05947  5.47300  -1.04410
H  1.11672  4.97345  0.01442
H  2.86342  4.44114  0.89156
H  4.86981  3.67940  2.10499
H  4.97430  1.35420  2.94609
H  4.81626  -0.64334  3.81361
H  4.42429  -2.98501  4.41281
H  2.42808  -5.25379  2.00338
H  -0.16724  -4.21681  4.53045
H  0.36957  -5.58483  3.56035
H  -0.61603  -4.29893  2.82949
C  -0.81379  0.12828  5.19182
Si  -1.42634  0.91097  3.60657
C  -3.24127  1.30095  3.56271
C  -0.48997  2.51342  3.44971
N  -1.03633  -0.23198  2.24995
C  -1.82637  -1.40341  2.12379
C  -2.64417  -1.96320  3.11315
C  -3.37274  -3.11866  2.86285
C  -3.31769  -3.75827  1.63152
C  -2.51420  -3.23599  0.62572
C  -1.81073  -2.10030  0.92558
F  -0.98284  -1.53264  -0.05104
H  0.27597  0.02602  5.15570
H  -1.24353  -0.83744  5.45575
H  -1.02994  0.80994  6.01861
H  -3.47973  1.96307  4.39898
H  -3.91074  0.44481  3.62214
H  -3.48038  1.84778  2.64652
H  -0.76027  3.08235  4.34482
H  -0.78566  3.12191  2.59577
H  0.59543  2.40710  3.47094
H  -2.72762  -1.49346  4.08144
H  -4.00326  -3.51824  3.64574
H  -3.90154  -4.64891  1.44770
H  -2.44403  -3.68461  -0.35601
C  1.66157  -0.98949  -4.24940
N  2.09718  -1.74251  -3.06761
C  2.74125  -2.96510  -3.09517
C  3.00106  -3.31546  -1.82663
N  2.52291  -2.28633  -1.01091
C  1.95837  -1.32670  -1.80640
S  1.24818  0.18771  -1.42654
C  2.64155  -2.28848  0.39865
C  3.67744  -2.95124  0.98320
C  3.72090  -3.47101  2.40183
C  2.28281  -2.76039  4.24874
C  1.32570  -2.18842  3.35490
N  1.63883  -1.60802  1.02240
H  1.63203  -1.67600  -5.09017
H  2.36945  -0.18773  -4.45192
H  0.67470  -0.56219  -4.07274
H  2.94244  -3.48101  -4.01760
H  3.44672  -4.20515  -1.42407
H  4.46051  -3.30159  0.32726
H  4.59031  -4.12439  2.46699
H  2.06202  -2.99292  5.28201
H  0.31524  -1.96747  3.68336
C  -3.34971  0.06809  -5.18429
N  -2.75949  1.22724  -5.83270
C  -2.87151  1.21890  -7.29231
C  -1.86264  2.00281  -5.18841
S  -1.10760  1.48676  -3.74867
N  -1.58278  3.20365  -5.73543
C  -2.58593  3.97833  -6.46784
C  -0.43560  3.97966  -5.29436
H  -4.28438  -0.16496  -5.69211
H  -3.55346  0.28470  -4.14017
H  -2.68891  -0.80133  -5.24018
H  -2.76693  0.18978  -7.63764
H  -2.07555  1.80851  -7.73633
H  -3.83528  1.59864  -7.63220
H  -3.56364  3.51604  -6.37306
H  -2.33509  4.08128  -7.52378
H  -2.63487  4.97534  -6.02889
H  0.40513  3.32554  -5.08637
H  -0.66628  4.55110  -4.39033
H  -0.16766  4.67203  -6.09088

Output
energy relative to the best compared isomer or geometry (same formula, charge and spin) = 430.5 kJ/mol
<S²> = 2.02
multiplicity = 3
electronic energy = -3299.55443 a.u.
charge = +3
HOMO-LUMO gap (spin up / spin down) = 5.02 / 4.90 eV
HOMO (spin up / spin down) = -13.912 / -13.910 eV
LUMO energy (spin up / spin down) = -8.89 / -9.01 eV

***

The ion C4H3O2 with charge -1 in a non-equilibrium geometry. Source: OMol25; level of theory: the ωB97M-V functional and the def2-TZVPD basis.

Element x y z (Å)
O  1.90077  0.72419  -1.15234
C  0.68161  0.76124  -0.92555
O  -0.16989  1.17105  -1.73021
C  0.14860  0.30875  0.44996
C  -0.17101  -1.18302  0.43435
C  -1.16934  -0.30752  0.40994
H  0.64427  0.80283  1.40997
H  0.32349  -2.02834  0.66290
H  -2.18850  -0.24919  0.44099

Output
energy relative to the best compared isomer or geometry (same formula, charge and spin) = 115.7 kJ/mol
SMILES = O=C([O-])C1C=C1
electronic energy = -304.63851 a.u.
charge = -1
HOMO-LUMO gap = 7.77 eV
HOMO = -3.452 eV
LUMO energy = 4.32 eV